DFT (wB97M-V/def2-TZVPD) results for a single C24H22O6 molecule.

Gap between HOMO and LUMO = 8.3067 eV
E = -37529.70601 eV
HOMO = -8.057 eV

Geometry as ORCA input:
```
! wB97M-V def2-TZVPD RIJCOSX def2/J DEFGRID3
* xyz 0 1
C 3.79292 -1.75781 -4.39984
H 4.32649 -2.61595 -4.80544
O 4.65103 -1.19724 -3.43663
C 4.23503 -0.09834 -2.75102
C 5.12814 0.39761 -1.79872
C 4.80444 1.50595 -1.04885
C 3.58861 2.15820 -1.23099
C 2.70404 1.66001 -2.17404
C 3.01580 0.54419 -2.93325
H 2.30149 0.18772 -3.65883
H 1.75438 2.15148 -2.32861
C 3.21138 3.32184 -0.35379
H 4.09214 3.90816 -0.08193
H 2.48101 3.96662 -0.84905
O 2.71054 2.85817 0.90307
C 1.56798 2.12363 0.91882
C 1.58711 0.96338 1.67272
C 0.45328 0.17423 1.82127
C -0.74442 0.53154 1.19531
C -0.75891 1.70527 0.43366
C 0.35630 2.50647 0.29100
O 0.36003 3.67619 -0.41614
C -0.84241 4.12904 -0.98993
H -1.61489 4.28661 -0.23122
H -0.59994 5.08196 -1.45810
H -1.21257 3.43660 -1.75323
H -1.68096 1.99379 -0.04072
C -1.89611 -0.32723 1.38724
C -3.16213 -0.09087 0.84272
C -4.20957 -0.95248 1.08365
C -4.04642 -2.09073 1.87310
C -2.79889 -2.33898 2.41296
C -1.73195 -1.47416 2.18092
C -0.43769 -1.80503 2.79240
O -0.23842 -2.78776 3.46423
O 0.58831 -0.94605 2.58178
H -2.60341 -3.20433 3.03034
C -5.20093 -3.03958 2.11842
C -4.98404 -4.33190 1.32117
H -5.80740 -5.01789 1.50405
H -4.93340 -4.11175 0.25815
H -4.05384 -4.80980 1.62277
O -5.39784 -3.29995 3.48869
H -4.60964 -3.72913 3.84164
H -6.13407 -2.56609 1.79383
H -5.17953 -0.74289 0.65595
H -3.33395 0.77899 0.22889
H 2.50242 0.67115 2.16007
H 5.49947 1.87545 -0.30980
H 6.06986 -0.11128 -1.66772
H 2.85249 -2.09598 -3.95268
H 3.57865 -1.05108 -5.20828
*
```

Atomic partial charges in e from the natural (NBO) method, atoms 1 to 2: -0.25, 0.20

DFT (wB97M-V/def2-TZVPD) results for a molecular structure, C24H23BBr2F4N4O4PdS.

Gap between HOMO and LUMO (spin up / spin down) = 8.4562 / 6.2210 eV
E = -205365.46963 eV
HOMO (spin up / spin down) = -8.291 / -8.290 eV
⟨S²⟩ = 2.00

Geometry as ORCA input:
```
! wB97M-V def2-TZVPD RIJCOSX def2/J DEFGRID3
* xyz 0 3
Pd 0.06959 -0.52662 -0.04531
C 0.05411 2.38502 2.08102
O -0.10952 2.03860 0.70720
C -0.37396 3.04201 -0.17000
C -0.66666 4.34285 0.19285
C -0.96802 5.25513 -0.81330
Br -1.36681 7.03686 -0.31813
C -0.99084 4.90195 -2.14053
C -0.67257 3.58963 -2.50647
C -0.34971 2.67873 -1.51688
O -0.03843 1.36368 -1.84024
C -0.69920 3.25115 -3.94701
N -0.95482 4.12968 -4.87724
C -0.90303 3.41703 -6.06551
C -1.10251 3.85227 -7.37679
C -0.99497 2.92102 -8.38893
C -0.69298 1.57355 -8.11643
C -0.49269 1.12589 -6.82634
C -0.60657 2.07538 -5.81323
N -0.47405 1.99537 -4.44473
H 0.86317 3.10647 2.19543
H 0.30898 1.46342 2.59085
H -0.87279 2.78631 2.49162
H -0.68072 4.65422 1.22545
H -1.23304 5.61144 -2.91844
H 0.90973 1.20257 -1.69914
H -1.33251 4.89036 -7.58019
H -1.14619 3.22689 -9.41612
H -0.61363 0.87392 -8.93833
H -0.25713 0.09021 -6.61681
H -0.28165 1.18290 -3.88409
Br 4.54374 -4.17265 -4.84711
C 2.81261 -4.26944 -4.09272
C 2.03945 -5.39833 -4.31388
C 0.76908 -5.47280 -3.75594
C 0.28328 -4.42815 -2.98536
C 1.07158 -3.30224 -2.78034
C 2.34405 -3.21434 -3.33270
C 0.57591 -2.16782 -1.95355
O 1.20657 -1.08456 -1.93341
O -0.47573 -2.31677 -1.23539
H 2.42685 -6.20781 -4.91711
H 0.16167 -6.35180 -3.92976
H -0.70534 -4.46778 -2.54739
H 2.94696 -2.33514 -3.15020
C 0.29345 -4.51817 1.60690
N -0.58571 -3.37119 1.43835
C -0.58510 -2.32846 2.26150
S -1.44132 -0.88259 1.79612
N 0.09086 -2.40959 3.40095
C 0.32228 -1.29915 4.32271
H 0.07925 -5.22984 0.81535
H 0.10264 -5.01026 2.56186
H 1.34575 -4.22614 1.54188
H -0.88877 -3.16119 0.49226
H 0.73765 -3.17827 3.48232
H -0.57692 -0.69800 4.40001
H 1.15569 -0.68751 3.97951
H 0.55844 -1.71490 5.29976
F 2.26302 0.44196 0.45954
B 2.79271 -0.73881 1.08222
F 1.65729 -1.70003 1.01541
F 3.85913 -1.24592 0.40454
F 3.03712 -0.50149 2.42336
*
```

Atomic partial charges in e from the natural (NBO) method, atoms 1 to 2: 1.26, -0.25

DFT (wB97M-V/def2-TZVPD) results for a molecular structure, C24H23ClO3PSTm.

Gap between HOMO and LUMO (spin up / spin down) = 9.0321 / 9.0336 eV
E = -93582.02772 eV
HOMO (spin up / spin down) = -8.558 / -8.560 eV
⟨S²⟩ = 2.00

Geometry as ORCA input:
```
! wB97M-V def2-TZVPD RIJCOSX def2/J DEFGRID3
* xyz 0 3
C -0.75082 -1.78059 3.51077
C -0.63565 -2.33789 2.20591
C 0.75674 -2.54038 1.94309
H -1.43997 -2.66704 1.58256
C 1.48355 -2.15704 3.12322
C 0.52747 -1.72300 4.10275
H 0.71033 -1.54138 5.18967
H -1.69742 -1.65734 4.05962
H 1.15195 -2.96553 1.05750
H 2.52588 -2.34185 3.30713
Tm 0.86855 0.17203 2.66669
Cl 3.12813 0.92776 1.88526
P 0.35320 -0.03190 -0.40583
C 1.54308 -1.09912 -1.36456
C 1.30632 -1.88074 -2.51691
H 0.32547 -1.93389 -2.97970
C 2.33328 -2.63068 -3.12398
H 2.13657 -3.23629 -4.02139
C 3.62505 -2.65069 -2.60406
H 4.43442 -3.23412 -3.06543
C 3.87403 -1.91615 -1.43623
H 4.86404 -1.93134 -0.98282
C 2.85200 -1.17205 -0.85421
H 3.12286 -0.61388 0.03771
C -1.26550 -0.46704 -1.19176
C -1.71518 -1.80200 -1.14149
H -1.05749 -2.58486 -0.77769
C -3.00652 -2.18154 -1.53710
H -3.35346 -3.20925 -1.40605
C -3.88271 -1.22360 -2.07337
H -4.90182 -1.51444 -2.37577
C -3.46157 0.10573 -2.15957
H -4.17104 0.85721 -2.53827
C -2.18153 0.47620 -1.71368
H -1.92217 1.52966 -1.77166
C 0.69047 1.61585 -1.22957
C 1.24572 1.83746 -2.51465
H 1.55060 1.00659 -3.14986
C 1.43394 3.14439 -3.01754
H 1.86447 3.31263 -4.02933
C 1.11869 4.25344 -2.23740
H 1.27729 5.26987 -2.60614
C 0.60542 4.06325 -0.93161
H 0.37892 4.92382 -0.30443
C 0.39745 2.76275 -0.46824
H -0.02885 2.64156 0.52781
C -3.27753 2.61764 3.27531
S -0.67809 2.34567 3.58076
O 0.30787 1.70541 4.52568
O -2.19510 2.04635 4.24595
O -0.72661 1.33012 2.44636
H -3.68089 3.55774 3.66986
H -3.90102 1.71917 3.34291
H -2.86279 2.80332 2.24376
*
```

Atomic partial charges in e from the natural (NBO) method, atoms 1 to 2: -0.32, -0.29

DFT (wB97M-V/def2-TZVPD) results for a molecular structure, C24H23CsFN3O6S2.

Energy relative to the best compared isomer or geometry (same formula, charge and spin) = 0.0 kJ/mol
Gap between HOMO and LUMO = 5.6392 eV
E = -66955.81982 eV
HOMO = -1.902 eV

Geometry as ORCA input:
```
! wB97M-V def2-TZVPD RIJCOSX def2/J DEFGRID3
* xyz -2 1
Cs 1.58325 -1.48700 -0.16387
S 6.56132 0.79090 0.64048
C 6.97699 -0.85193 0.86373
C 6.06394 -1.68396 0.28648
C 4.95219 -1.05655 -0.38466
C 5.10456 0.29928 -0.26515
C 4.22913 1.36650 -0.76044
C 4.54340 2.72823 -0.59333
C 3.68071 3.69695 -1.05867
C 2.50620 3.31625 -1.69588
C 2.27120 1.95749 -1.82434
N 3.09361 1.01152 -1.38128
H 7.86752 -1.11484 1.41835
H 6.18357 -2.76246 0.34383
H 5.45720 3.01273 -0.08882
H 3.91964 4.74562 -0.91894
H 1.79220 4.04106 -2.06468
H 1.36677 1.58892 -2.30204
C -5.84993 -2.17254 0.51568
C -5.54006 -0.75870 0.04997
C -5.78239 0.24333 1.17170
C -5.60578 1.65933 0.65362
C -4.28327 1.80103 -0.05261
C -3.69972 3.04243 -0.19693
C -2.46869 3.16080 -0.82265
F -1.93538 4.40223 -0.94871
C -1.78964 2.07501 -1.29437
C -2.35917 0.80610 -1.16149
C -1.58253 -0.36256 -1.67727
O -0.50584 -0.15983 -2.23078
C -2.22535 -1.64414 -1.47872
C -3.45779 -1.66811 -0.91868
N -4.16070 -0.60536 -0.43252
C -3.61043 0.66664 -0.54859
C -1.64551 -3.03453 -1.85257
O -2.51343 -3.91200 -2.05532
O -0.40567 -3.13195 -1.85729
H -6.84425 -2.17485 0.96502
H -5.12954 -2.49955 1.26709
H -5.84986 -2.89572 -0.29705
H -6.21887 -0.50715 -0.77832
H -5.07265 0.04077 1.97894
H -6.78973 0.09970 1.56773
H -5.66248 2.38337 1.46893
H -6.42416 1.89567 -0.03582
H -4.18797 3.92813 0.19175
H -0.81705 2.16197 -1.75785
H -3.92239 -2.64030 -0.85717
C 3.80306 -0.44863 3.32806
S 2.03114 -0.64489 3.39175
O 1.51230 0.34184 2.44218
O 1.65438 -0.39624 4.77761
O 1.78508 -2.01999 2.94516
H 4.04625 0.56710 3.63458
H 4.14888 -0.62201 2.30905
H 4.25358 -1.16892 4.00878
N 3.95068 -4.00525 -1.48999
H 4.21364 -3.02451 -1.32966
H 3.67748 -4.37288 -0.58451
H 3.11043 -4.00354 -2.05949
*
```

Atomic partial charges in e from the natural (NBO) method, atoms 1 to 2: 0.94, 0.24